Computed, not measured: a 4-piece molecular cluster, C16H31INO8S3 overall in a non-equilibrium geometry, with ωB97M-V with the def2-TZVPD basis set.

Last column: Mulliken charge in e.
CARTESIAN COORDINATES (ANGSTROEM)
1 C 6.6359 -1.4039 -0.6703  -0.83
2 C 5.9904 -2.7815 -0.1528  0.69
3 O 4.9924 -2.7267 0.6075  -0.58
4 O 6.5928 -3.9918 -0.5437  -0.29
5 C 5.8831 -4.6673 -1.6434  -0.09
6 C 7.0485 -5.2125 -2.6590  -0.45
7 N 6.5461 -5.5804 -3.9997  -0.69
8 I 6.5247 -3.9366 -5.2657  -0.30
9 H 6.5938 -0.7085 0.2411  0.30
10 H 7.7209 -1.5534 -0.9823  0.29
11 H 6.0045 -0.9166 -1.4826  0.22
12 H 5.1789 -4.0042 -2.2336  0.12
13 H 5.3660 -5.5766 -1.1754  0.07
14 H 7.4548 -6.1601 -2.1526  0.26
15 H 7.8440 -4.3761 -2.6737  0.27
16 C 0.1641 -2.4685 0.5412  -0.28
17 C -0.1805 -3.8135 -0.1033  -0.79
18 C -0.0065 -3.6560 -1.6169  -0.73
19 S 1.2308 -2.3818 -1.8429  1.15
20 O 0.6057 -1.2407 -2.4772  -0.70
21 O 2.4436 -2.9739 -2.3435  -0.60
22 C 1.4600 -2.0167 -0.1191  -0.35
23 H 0.2736 -2.5538 1.6231  0.38
24 H -0.6322 -1.7463 0.3381  0.02
25 H 0.5069 -4.5806 0.2672  0.36
26 H -1.1944 -4.1341 0.1464  0.35
27 H 0.3368 -4.5808 -2.0808  0.41
28 H -0.9279 -3.3204 -2.0955  0.35
29 H 1.6592 -0.9543 0.0116  0.13
30 H 2.3103 -2.6053 0.2334  0.28
31 C 0.0556 2.9837 -0.3143  -0.81
32 C -0.4734 3.5012 1.0254  -0.65
33 C -1.4404 2.4503 1.5728  -0.54
34 S -0.8992 0.8783 0.9101  1.29
35 O -1.9212 0.3775 0.0196  -0.69
36 O -0.3462 0.0760 1.9790  -0.68
37 C 0.4391 1.5292 -0.0741  -0.51
38 H 0.9064 3.5691 -0.6676  0.39
39 H -0.7335 3.0430 -1.0704  0.32
40 H 0.3621 3.6314 1.7208  0.32
41 H -0.9649 4.4705 0.9190  0.33
42 H -1.4169 2.4102 2.6621  0.38
43 H -2.4599 2.6286 1.2291  0.17
44 H 0.5388 0.9523 -0.9945  0.29
45 H 1.3545 1.4559 0.5173  0.41
46 C -7.2982 3.6979 2.5564  -0.61
47 C -7.6216 3.8974 1.0739  -0.64
48 C -6.6379 4.9335 0.5250  -0.65
49 S -5.1596 4.7987 1.5253  1.16
50 O -4.9928 6.0258 2.2683  -0.68
51 O -4.0957 4.2300 0.7292  -0.65
52 C -5.7844 3.5465 2.6327  -0.70
53 H -7.8094 2.8262 2.9690  0.33
54 H -7.6159 4.5773 3.1254  0.31
55 H -7.4926 2.9495 0.5424  0.31
56 H -8.6546 4.2180 0.9252  0.31
57 H -6.3871 4.7383 -0.5176  0.35
58 H -7.0248 5.9480 0.6305  0.36
59 H -5.3863 3.7043 3.6343  0.45
60 H -5.4664 2.5743 2.2501  0.34

Atoms 1-3, force components in eV/Å:
C 0.1 -0.5 1.0
C -1.8 0.1 1.1
O 3.1 -0.4 -2.4

The HOMO energy comes out at -2.3 eV. The total charge is -1. Its energy is -75568.6774 eV. The gap between HOMO and LUMO comes out at 3.741 eV. The energy above the lowest of the compared OMol25 structures with the same formula, charge and spin comes out at 1.1234 eV.

---

Computed, not measured: C17H37IN2OS5Tl as an isolated structure in a non-equilibrium geometry, with ωB97M-V with the def2-TZVPD basis set.

Last column: Mulliken charge in e.
CARTESIAN COORDINATES (ANGSTROEM)
1 Tl -2.1811 -0.1059 -1.1190  1.00
2 C -2.9893 -3.7528 -1.0379  0.13
3 C -2.3338 -3.6670 0.3207  -1.07
4 S -2.4307 -2.1007 1.2200  0.03
5 C -4.1544 -1.9232 1.8497  -0.91
6 C -5.2862 -1.7033 0.8128  -0.64
7 S -5.0293 -0.2025 -0.1442  0.04
8 C -6.2449 -0.3441 -1.4325  -0.86
9 C -5.7939 0.4027 -2.7025  -0.79
10 S -4.0814 -0.0826 -3.2464  0.08
11 C -4.3147 -1.8120 -3.4820  -0.58
12 C -2.9725 -2.5546 -3.6330  -0.66
13 S -2.0296 -2.6831 -2.0490  -0.01
14 H -4.0528 -3.3005 -1.0095  -0.40
15 H -3.0652 -4.8024 -1.3802  0.50
16 H -1.2075 -3.8123 0.2083  0.41
17 H -2.6923 -4.3976 0.9512  0.58
18 H -3.9927 -1.0690 2.5219  0.41
19 H -4.2621 -2.7364 2.4782  0.60
20 H -6.1970 -1.6173 1.3668  0.49
21 H -5.3829 -2.6341 0.2336  0.40
22 H -7.1908 0.0850 -1.1048  0.57
23 H -6.5348 -1.3583 -1.7799  0.42
24 H -5.8304 1.5245 -2.6053  0.42
25 H -6.4960 0.1617 -3.4804  0.44
26 H -4.9342 -1.8920 -4.3853  0.47
27 H -4.8386 -2.1910 -2.6789  0.24
28 H -2.3171 -2.0446 -4.4395  0.23
29 H -3.1255 -3.5542 -3.9617  0.57
30 I -2.1583 2.2474 1.6433  0.15
31 C -1.1385 1.4014 -0.0163  -1.16
32 H -0.3625 0.7563 0.3088  0.34
33 H -0.7241 2.1955 -0.6574  0.50
34 N 6.3071 2.5024 6.2483  -0.28
35 C 5.8670 1.0312 5.9971  -0.55
36 C 5.1916 1.0242 4.6990  -0.63
37 N 6.0527 1.3755 3.5882  -0.43
38 C 6.4174 2.7669 3.7851  -0.67
39 C 7.2098 2.9508 5.0869  -0.55
40 H 6.8061 2.6657 7.1114  0.34
41 H 5.4673 3.0111 6.2762  0.32
42 H 5.3337 0.7202 6.9194  0.37
43 H 6.8225 0.5770 5.9788  0.39
44 H 4.2873 1.6641 4.7129  0.40
45 H 4.8233 0.0351 4.5930  0.42
46 H 5.4988 1.2495 2.7009  0.27
47 H 5.5651 3.4007 3.7705  0.42
48 H 7.0253 3.0724 2.9669  0.43
49 H 7.5756 3.9597 5.3447  0.38
50 H 8.0611 2.2992 5.1921  0.38
51 O -0.2577 -0.0967 -2.6007  -0.55
52 S 1.0401 -0.5291 -3.1973  0.31
53 C 2.2613 0.5717 -2.5817  -0.47
54 C 2.2622 1.8596 -3.4750  -0.68
55 C 1.2010 1.7314 -4.5820  -0.54
56 C 1.0919 0.2350 -4.8422  -0.74
57 H 3.2615 0.0992 -2.6471  0.41
58 H 1.9580 0.7036 -1.5194  0.24
59 H 3.3102 1.9895 -3.8282  0.32
60 H 2.0468 2.7057 -2.8482  0.32
61 H 1.3931 2.2626 -5.5277  0.39
62 H 0.3135 2.0130 -4.1382  0.23
63 H 1.9584 -0.1516 -5.4420  0.42
64 H 0.1928 -0.1321 -5.3112  0.38

Atoms 1-3, force components in eV/Å:
Tl -1.1 -0.8 -0.5
C -2.7 0.7 0.3
C 2.0 1.3 -0.7

The HOMO energy comes out at -16.2 eV. The total charge is +3. Its energy is -90201.4729 eV. The gap between HOMO and LUMO comes out at 7.755 eV. The energy above the lowest of the compared OMol25 structures with the same formula, charge and spin comes out at 0.0459 eV.

---

Computed, not measured: CH3IS3 as an isolated structure in a non-equilibrium geometry, with ωB97M-V with the def2-TZVPD basis set.

Last column: Mulliken charge in e.
CARTESIAN COORDINATES (ANGSTROEM)
1 C 0.6714 1.1936 -0.5168  -0.78
2 S -0.1826 0.3438 0.9542  0.07
3 S 0.9865 -1.1493 1.2331  -0.10
4 S -1.0139 -3.1069 0.1516  -0.29
5 I -2.7734 -1.5735 0.3567  0.17
6 H 1.2837 0.5264 -0.9376  0.35
7 H 1.1769 2.1375 -0.1841  0.30
8 H -0.1487 1.6284 -1.0570  0.28

Atoms 1-3, force components in eV/Å:
C -3.0 3.6 3.3
S 1.1 1.3 -0.6
S -1.1 -1.5 -0.3

The HOMO energy comes out at -8.4 eV. Its energy is -41690.3887 eV. The gap between HOMO and LUMO comes out at 6.137 eV. The energy above the lowest of the compared OMol25 structures with the same formula, charge and spin comes out at 1.7540 eV.

---

Computed, not measured: a 5-piece molecular cluster, C9H14Cl8NO4P overall in a non-equilibrium geometry, with ωB97M-V with the def2-TZVPD basis set.

Last column: Mulliken charge in e.
CARTESIAN COORDINATES (ANGSTROEM)
1 O 6.4012 -4.0933 2.7544  -0.65
2 P 5.5864 -2.7882 2.7036  0.92
3 O 6.6104 -1.6087 2.0548  -0.47
4 O 5.0791 -2.4838 4.2864  -0.46
5 O 4.3219 -3.0321 1.5928  -0.34
6 C 3.1164 -2.4273 2.0457  0.54
7 C 1.9076 -3.2192 2.5427  -0.47
8 C 0.6944 -2.4817 3.0438  -0.22
9 N 0.4001 -1.1013 3.1255  -0.40
10 C 1.5407 -0.4175 2.6504  -0.26
11 C 2.8682 -0.9205 2.1440  -0.21
12 H 6.7275 -0.8615 2.6796  0.34
13 H 4.3839 -1.7889 4.3343  0.38
14 H 1.9293 -4.3545 2.5350  0.32
15 H -0.1552 -3.1496 3.4348  0.29
16 H 1.4217 0.7257 2.6571  0.30
17 H 3.6713 -0.1893 1.8095  0.32
18 C -0.8212 -0.8122 -0.6639  -0.15
19 Cl -0.9670 0.7308 0.1877  -0.12
20 Cl 0.4181 -1.8337 0.0748  -0.07
21 H -1.7793 -1.3301 -0.6241  0.11
22 H -0.5493 -0.6197 -1.7006  0.28
23 C -1.5212 4.2374 -0.1019  0.21
24 Cl -0.7666 5.3661 -1.2340  -0.17
25 Cl -0.5770 4.0948 1.3862  -0.16
26 H -2.5178 4.5986 0.1457  0.27
27 H -1.5896 3.2580 -0.5723  -0.16
28 C -3.3281 -0.0012 -3.3065  -0.38
29 Cl -3.4945 -1.3947 -2.2294  -0.19
30 Cl -3.5778 1.5159 -2.4355  -0.11
31 H -2.3267 -0.0028 -3.7342  0.33
32 H -4.0684 -0.0786 -4.1002  0.36
33 C -5.8203 3.3974 -5.3922  -0.23
34 Cl -4.5380 2.1815 -5.4447  -0.13
35 Cl -6.9368 3.2101 -6.7490  -0.15
36 H -6.3734 3.2868 -4.4612  0.23
37 H -5.3700 4.3871 -5.4389  0.29

Atoms 1-3, force components in eV/Å:
O -2.6 3.8 -0.2
P 4.0 -4.7 0.2
O -2.6 -0.5 1.8

The HOMO energy comes out at -9.7 eV. Its energy is -128707.5530 eV. The gap between HOMO and LUMO comes out at 9.474 eV. The SMILES is O=P(O)(O)Oc1ccncc1.ClCCl.ClCCl.ClCCl.ClCCl.

---

Computed, not measured: an isolated molecule of C4H7N3O in a non-equilibrium geometry, with ωB97M-V with the def2-TZVPD basis set.

Last column: Mulliken charge in e.
CARTESIAN COORDINATES (ANGSTROEM)
1 C -2.9498 -0.4111 0.3174  -0.48
2 C 0.3462 0.4050 0.0659  0.51
3 C 1.5739 1.1052 0.1358  -0.48
4 C 2.4930 0.1271 -0.0166  -0.45
5 H -2.5568 -0.3800 1.3235  0.28
6 H -3.2510 -1.4204 -0.0270  0.20
7 H -3.8612 0.2294 0.2426  0.24
8 H -0.9994 1.7302 -0.5405  0.31
9 H 1.7288 2.1500 0.4280  0.32
10 H 3.5337 0.1071 -0.3144  0.39
11 H 2.2865 -1.9685 -0.0155  0.21
12 N -1.0013 0.8887 0.0476  -0.35
13 N 1.8531 -1.0622 -0.0130  0.17
14 N 0.5052 -0.9230 0.0475  -0.63
15 O -1.8950 -0.0162 -0.5857  -0.24

Atoms 1-3, force components in eV/Å:
C -0.2 0.0 -0.9
C -1.4 -1.9 0.4
C -1.0 1.4 0.1

The HOMO energy comes out at -8.4 eV. Its energy is -10776.3765 eV. The gap between HOMO and LUMO comes out at 9.508 eV. The SMILES is CONc1cc[nH]n1. The energy above the lowest of the compared OMol25 structures with the same formula, charge and spin comes out at 3.3708 eV.

---

Computed, not measured: H17LiO9 as an isolated structure in a non-equilibrium geometry, with ωB97M-V with the def2-TZVPD basis set.

Last column: Mulliken charge in e.
CARTESIAN COORDINATES (ANGSTROEM)
1 Li 0.6947 -2.5773 -0.3450  0.89
2 O 0.2780 -0.4164 0.1715  -1.05
3 H 0.3884 0.5668 0.1910  0.22
4 O 1.9954 2.5298 -1.4371  -0.70
5 H 2.5547 3.3494 -1.4298  0.29
6 H 2.4221 2.0715 -0.4440  0.44
7 O 0.5557 -1.5042 2.4869  -0.60
8 H 0.4144 -1.1712 1.6264  0.29
9 H -0.2179 -2.0007 2.5510  0.33
10 O -2.2742 0.3716 0.4054  -0.72
11 H -2.2846 1.2700 -0.1467  0.31
12 H -1.3977 0.0543 0.3809  0.44
13 O -0.9360 -0.4696 -2.2272  -0.67
14 H -0.5395 -0.7205 -1.3743  0.23
15 H -1.7637 -0.7620 -2.2156  0.32
16 O -2.8914 -2.1901 1.1162  -0.62
17 H -2.2982 -1.3242 1.0224  0.31
18 H -2.7754 -2.6180 1.9237  0.27
19 O -0.5606 3.7620 1.1883  -0.58
20 H -0.0898 3.0985 1.5975  0.30
21 H -1.2690 3.4174 0.6754  0.29
22 O 2.6179 0.8665 0.6727  -0.67
23 H 1.8211 0.3925 0.7311  0.34
24 H 3.2886 0.2674 0.3693  0.30
25 O 0.9476 -2.4351 -2.4900  -0.74
26 H 1.3746 -1.6008 -2.3246  0.36
27 H -0.0553 -2.2275 -2.6753  0.42

Atoms 1-3, force components in eV/Å:
Li 0.0 0.9 -0.1
O 0.3 0.0 -0.3
H -0.5 -1.3 -0.6

The HOMO energy comes out at -10.2 eV. Its energy is -18907.3444 eV. The gap between HOMO and LUMO comes out at 9.200 eV. The energy above the lowest of the compared OMol25 structures with the same formula, charge and spin comes out at 1.5376 eV.

---

Computed, not measured: C30H31MnN3O2S as an isolated structure, with ωB97M-V with the def2-TZVPD basis set.

Last column: Mulliken charge in e.
CARTESIAN COORDINATES (ANGSTROEM)
1 Mn -1.4552 0.2297 1.1200  -0.57
2 C -2.9217 -1.3573 1.7692  -0.27
3 C -3.5901 -0.2737 1.1181  -1.06
4 C -3.3883 0.8626 1.8935  -0.40
5 C -2.5930 0.4803 3.0365  -0.46
6 C -2.3159 -0.8834 2.9487  -0.46
7 H -2.8512 -2.3670 1.3990  0.42
8 H -4.1968 -0.3189 0.2294  0.67
9 H -3.7586 1.8499 1.6742  0.64
10 H -2.2666 1.1440 3.8200  0.45
11 H -1.6846 -1.4524 3.6126  0.55
12 C 5.2147 -1.8137 -2.6207  -1.52
13 C 4.0315 -1.7831 -1.6986  0.85
14 C 3.8495 -2.7855 -0.7458  -0.83
15 C 2.7559 -2.7801 0.1028  -0.54
16 C 1.8337 -1.7462 -0.0160  0.04
17 C 1.9863 -0.7226 -0.9541  -0.17
18 C 3.0864 -0.7543 -1.7885  -1.08
19 S 0.4557 -1.7214 1.0283  1.19
20 O -0.7814 -1.6308 0.1799  -0.60
21 O 0.5139 -2.8048 1.9525  -0.84
22 N 0.2795 -0.2701 1.6458  0.72
23 C 1.0670 0.5363 2.4685  0.76
24 C 2.2541 0.2572 3.0782  -0.53
25 C 2.8977 1.2712 3.8300  -0.84
26 C 2.3638 2.5209 3.9490  -0.95
27 C 1.1306 2.8272 3.3190  0.82
28 C 0.4990 4.0877 3.3597  -0.72
29 C -0.6826 4.2739 2.6928  -1.20
30 C -1.2604 3.2056 1.9977  -0.36
31 N -0.7160 2.0039 1.9553  0.67
32 C 0.4841 1.8156 2.5933  -0.38
33 H 6.0707 -2.2948 -2.1513  0.41
34 H 5.5025 -0.8109 -2.9315  0.39
35 H 4.9730 -2.3826 -3.5214  0.30
36 H 4.5804 -3.5796 -0.6611  0.44
37 H 2.6181 -3.5530 0.8466  0.59
38 H 1.2698 0.0900 -1.0090  0.32
39 H 3.2319 0.0395 -2.5110  0.46
40 H 2.7036 -0.7244 2.9948  0.56
41 H 3.8361 1.0408 4.3155  0.43
42 H 2.8707 3.2870 4.5206  0.47
43 H 0.9576 4.9005 3.9090  0.49
44 H -1.1837 5.2314 2.6912  0.46
45 H -2.1841 3.3468 1.4529  0.47
46 C -0.9071 -1.6547 -3.6895  -0.76
47 N -1.5429 -1.9036 -2.3718  0.59
48 C -2.1434 -3.2678 -2.3241  -0.80
49 C -2.5673 -0.8670 -1.9441  -1.31
50 C -1.9784 0.5184 -1.8641  1.90
51 C -2.0207 1.2402 -3.0578  -0.83
52 C -1.3628 2.4481 -3.2051  -0.72
53 C -0.6242 2.9273 -2.1384  -1.20
54 C -0.6361 2.2527 -0.9239  0.66
55 C -1.3447 1.0638 -0.7195  0.02
56 H -0.1857 -2.4463 -3.8765  0.39
57 H -0.4057 -0.6927 -3.6829  0.32
58 H -1.6771 -1.6721 -4.4583  0.37
59 H -0.8397 -1.8663 -1.6264  0.05
60 H -2.9625 -3.3180 -3.0378  0.39
61 H -2.5038 -3.4614 -1.3176  0.19
62 H -1.3828 -3.9988 -2.5863  0.40
63 H -2.9339 -1.2362 -0.9940  0.17
64 H -3.3689 -0.9157 -2.6815  0.59
65 H -2.5796 0.8363 -3.8953  0.47
66 H -1.4123 2.9906 -4.1393  0.45
67 H -0.0537 3.8424 -2.2326  0.52
68 H -0.0539 2.6896 -0.1287  0.41

Atoms 1-3, force components in eV/Å:
Mn 0.1 -0.1 0.6
C 0.0 -0.1 -0.2
C -0.2 -0.1 -0.1

The HOMO energy (alpha / beta) comes out at -13.8 / -13.9 eV. The total charge is +2. Its spin multiplicity is 2. Its energy is -82318.4969 eV. The gap between HOMO and LUMO (alpha / beta) comes out at 6.245 / 7.530 eV.

---

Computed, not measured: a 2-piece molecular cluster, CH4NO3 overall in a non-equilibrium geometry, with ωB97M-V with the def2-TZVPD basis set.

Last column: Mulliken charge in e.
CARTESIAN COORDINATES (ANGSTROEM)
1 C -1.7109 0.2739 -0.3445  -0.51
2 N -1.5094 -0.5582 0.6017  -0.29
3 O -0.4052 -0.3324 1.2249  -0.50
4 O 1.6129 0.6630 -0.0412  -0.52
5 O 2.6852 -0.3016 0.0881  -0.41
6 H -2.6638 0.0272 -0.9938  0.21
7 H -1.0205 1.0914 -0.5442  0.35
8 H 2.3964 -1.0466 -0.4396  0.29
9 H 0.6153 0.1832 0.4486  0.39

Atoms 1-3, force components in eV/Å:
C -3.0 -0.8 -2.0
N -0.9 0.1 -0.9
O 2.5 0.0 1.2

The HOMO energy comes out at -3.5 eV. The total charge is -1. Its energy is -8730.2429 eV. The gap between HOMO and LUMO comes out at 8.050 eV. The energy above the lowest of the compared OMol25 structures with the same formula, charge and spin comes out at 6.6999 eV.

---

What is the energy in the third record?
-41690.3887 eV

---

energy of number 2 (C17H37IN2OS5Tl)?
-90201.4729 eV

---

What is the energy in the sixth record?
-18907.3444 eV

---

Copy entry 3 word for word.
Computed, not measured: CH3IS3 as an isolated structure in a non-equilibrium geometry, with ωB97M-V with the def2-TZVPD basis set.

Last column: Mulliken charge in e.
CARTESIAN COORDINATES (ANGSTROEM)
1 C 0.6714 1.1936 -0.5168  -0.78
2 S -0.1826 0.3438 0.9542  0.07
3 S 0.9865 -1.1493 1.2331  -0.10
4 S -1.0139 -3.1069 0.1516  -0.29
5 I -2.7734 -1.5735 0.3567  0.17
6 H 1.2837 0.5264 -0.9376  0.35
7 H 1.1769 2.1375 -0.1841  0.30
8 H -0.1487 1.6284 -1.0570  0.28

Atoms 1-3, force components in eV/Å:
C -3.0 3.6 3.3
S 1.1 1.3 -0.6
S -1.1 -1.5 -0.3

The HOMO energy comes out at -8.4 eV. Its energy is -41690.3887 eV. The gap between HOMO and LUMO comes out at 6.137 eV. The energy above the lowest of the compared OMol25 structures with the same formula, charge and spin comes out at 1.7540 eV.